[1]
{"formula": "C17H23N3OS", "method": "ωB97M-V with the def2-TZVPD basis set", "e_above_lowest_ev": 2.005, "smiles": "CN(C)c1ccc([C@@H](CNC(=O)c2cccs2)N(C)C)cc1", "total_energy_ha": -1299.2825, "orbital_gap_ev": 8.1304, "mol_weight_da": 317.46, "elements": ["C", "N", "C", "C", "C", "C", "C", "C", "H", "H", "C", "N", "C", "H", "H", "H", "C", "H", "H", "H", "C", "N", "C", "O", "C", "C", "C", "C", "S", "H", "H", "H", "H", "H", "H", "H", "H", "H", "C", "H", "H", "H", "H", "H", "H"], "xyz": [[2.5624, 3.4104, 0.3109], [1.2977, 3.2390, 0.9871], [0.4815, 2.1927, 0.6179], [-0.5559, 1.7340, 1.4421], [-1.3664, 0.6876, 1.0535], [-1.1934, 0.0585, -0.1730], [-0.1820, 0.5200, -1.0036], [0.6409, 1.5599, -0.6222], [1.4122, 1.8785, -1.3035], [-0.0230, 0.0480, -1.9637], [-1.9903, -1.1711, -0.5329], [-3.4094, -0.9783, -0.2504], [-3.9339, 0.1420, -1.0088], [-3.3538, 1.0352, -0.7867], [-3.9026, -0.0345, -2.0956], [-4.9680, 0.3142, -0.7136], [-4.1932, -2.1682, -0.5184], [-4.0734, -2.5292, -1.5517], [-5.2444, -1.9350, -0.3542], [-3.9113, -2.9646, 0.1660], [-1.4182, -2.3525, 0.2944], [0.0182, -2.2624, 0.4126], [0.8312, -2.6713, -0.5945], [0.4675, -3.4042, -1.4953], [2.2230, -2.1949, -0.5066], [3.2468, -2.5790, -1.3276], [4.4594, -1.9205, -1.0478], [4.3449, -1.0362, -0.0219], [2.7559, -0.9912, 0.6253], [5.1014, -0.4043, 0.4006], [5.3743, -2.0937, -1.5855], [3.1126, -3.3131, -2.1010], [0.3596, -1.5412, 1.0309], [-1.8491, -2.3343, 1.2967], [-1.6377, -3.3029, -0.1939], [-1.8257, -1.3990, -1.6039], [-2.1541, 0.3462, 1.7083], [-0.7279, 2.1811, 2.4073], [1.1599, 3.8310, 2.2944], [1.4404, 3.1426, 3.1024], [1.7951, 4.7126, 2.3561], [0.1297, 4.1538, 2.4507], [2.4094, 3.7782, -0.7073], [3.1269, 2.4723, 0.2622], [3.1627, 4.1436, 0.8443]], "nbo_charge": [-0.403, -0.441, 0.256, -0.321, -0.153, -0.112, -0.135, -0.314, 0.216, 0.210, -0.084, -0.437, -0.415, 0.213, 0.164, 0.198, -0.412, 0.167, 0.202, 0.200, -0.230, -0.603, 0.645, -0.619, -0.313, -0.188, -0.264, -0.395, 0.434, 0.235, 0.227, 0.243, 0.397, 0.207, 0.234, 0.182, 0.217, 0.213, -0.401, 0.180, 0.205, 0.202, 0.196, 0.188, 0.206]}


[2]
{"formula": "C23H49DyN4P3Se", "method": "ωB97M-V with the def2-TZVPD basis set", "total_charge": 3, "multiplicity": 6, "total_energy_ha": -5434.2939, "orbital_gap_ev": [4.9796, 6.4915], "mol_weight_da": 716.06, "elements": ["Dy", "P", "P", "P", "H", "C", "C", "H", "C", "C", "C", "C", "C", "C", "C", "C", "C", "H", "H", "H", "H", "H", "H", "H", "H", "H", "H", "H", "H", "H", "H", "H", "H", "H", "H", "H", "H", "H", "H", "H", "H", "H", "H", "H", "H", "H", "C", "C", "C", "C", "C", "C", "Se", "H", "H", "H", "H", "H", "H", "C", "N", "C", "N", "C", "N", "C", "N", "C", "C", "H", "H", "H", "H", "H", "H", "H", "H", "H", "H", "H", "H"], "xyz": [[1.1915, -0.2336, -0.3405], [-1.3453, 0.4346, 1.0132], [0.0920, -2.7120, 0.3665], [0.3401, 2.1515, -1.8641], [3.2055, -2.4435, -3.2826], [3.3871, -1.4704, -2.8189], [2.8413, -1.1888, -1.5983], [2.6478, -2.0694, -0.8913], [-3.0069, 0.2862, 0.2545], [-1.7451, -0.3352, 2.6342], [-1.4554, 2.2039, 1.4834], [0.6939, -4.0993, -0.6766], [0.3739, -3.4800, 2.0101], [-1.6763, -3.1477, 0.1380], [1.1428, 2.4351, -3.5054], [0.7948, 3.8053, -1.1778], [-1.3977, 2.5204, -2.3643], [3.9718, -0.7314, -3.3811], [3.0816, -0.1566, -1.2396], [-3.7542, 0.5436, 1.0213], [-3.1842, -0.7425, -0.0763], [-3.0820, 0.9471, -0.6183], [-2.8195, -0.1905, 2.8283], [-1.1706, 0.1125, 3.4552], [-1.5306, -1.4106, 2.6367], [-2.4059, 2.3447, 2.0175], [-1.4347, 2.8428, 0.5928], [-0.6189, 2.4869, 2.1338], [0.2058, -5.0194, -0.3148], [1.7832, -4.1945, -0.6092], [0.4310, -3.9058, -1.7255], [0.1557, -4.5522, 1.8992], [-0.2653, -3.0545, 2.7932], [1.4203, -3.3581, 2.3181], [-1.7310, -4.2415, 0.2316], [-1.9988, -2.8488, -0.8665], [-2.3431, -2.6856, 0.8721], [0.6396, 3.2530, -4.0553], [1.1151, 1.5144, -4.0983], [2.1960, 2.7095, -3.3483], [0.8187, 4.5152, -2.0194], [1.7998, 3.7325, -0.7395], [0.1093, 4.1801, -0.4063], [-1.3677, 3.3787, -3.0512], [-2.0645, 2.7626, -1.5269], [-1.8352, 1.6788, -2.9173], [-0.4791, -1.9850, -4.7049], [0.5358, -2.9088, -4.9794], [0.8630, -3.2100, -6.3061], [0.0689, -2.6843, -7.3338], [-1.0279, -1.8631, -7.0484], [-1.3622, -1.5775, -5.7243], [-0.8317, -1.1617, -3.0023], [-1.0318, 0.2287, -3.6647], [1.0814, -3.3413, -4.1497], [1.7461, -3.8221, -6.5180], [0.3148, -2.8062, -8.3922], [-1.5653, -1.4260, -7.8922], [-2.2685, -1.0132, -5.5025], [1.7083, 0.1382, 2.9744], [2.3834, 0.0846, 1.6377], [3.5528, -0.8520, 1.7877], [4.5088, -0.3386, 2.7780], [3.8095, -0.2799, 4.0857], [2.6186, 0.5896, 4.0374], [3.0858, 1.9397, 3.7038], [3.7563, 1.9942, 2.3865], [2.8297, 1.5061, 1.3460], [4.9059, 1.0487, 2.4340], [1.3386, -0.8726, 3.1893], [0.8839, 0.8572, 2.8700], [4.0199, -0.9553, 0.7969], [3.1802, -1.8270, 2.1513], [4.5084, 0.1283, 4.8349], [3.4720, -1.2985, 4.3092], [2.2175, 2.6037, 3.6644], [3.8105, 2.2573, 4.4655], [3.3567, 1.5079, 0.3762], [1.9224, 2.1429, 1.3070], [5.6049, 1.4268, 3.1951], [5.3662, 1.0419, 1.4395]], "mulliken_spin": [5.379, -0.041, -0.064, -0.053, -0.002, -0.020, -0.020, -0.016, -0.001, 0.000, -0.002, -0.001, -0.007, -0.001, -0.003, -0.005, -0.002, -0.001, 0.000, 0.000, 0.000, 0.000, 0.000, 0.000, 0.000, 0.000, 0.000, 0.000, -0.001, 0.000, 0.000, -0.002, 0.000, 0.001, -0.001, 0.000, 0.000, -0.002, 0.000, 0.000, -0.001, 0.000, 0.000, -0.001, 0.000, 0.000, 0.002, -0.001, 0.000, 0.000, 0.000, -0.001, -0.002, 0.000, 0.000, 0.000, 0.000, 0.000, 0.000, 0.015, -0.153, 0.010, -0.005, 0.000, -0.005, 0.000, -0.002, 0.007, 0.001, 0.000, -0.001, -0.002, -0.001, 0.000, 0.000, 0.000, 0.000, 0.001, 0.000, 0.000, 0.000]}


[3]
{"formula": "C5H13N", "method": "ωB97M-V with the def2-TZVPD basis set", "total_charge": -1, "e_above_lowest_ev": 0.739, "multiplicity": 2, "total_energy_ha": -252.9743, "orbital_gap_ev": [2.5063, 8.9030], "mol_weight_da": 87.17, "elements": ["C", "N", "C", "C", "C", "C", "H", "H", "H", "H", "H", "H", "H", "H", "H", "H", "H", "H", "H"], "xyz": [[-0.1184, -2.0001, -1.8911], [-0.4856, -0.8089, -1.1783], [0.1426, -0.6348, 0.1287], [-0.2584, 0.7310, 0.7245], [0.2229, 1.8703, -0.1809], [0.2173, 0.8033, 2.1435], [0.5399, -1.8456, -2.7691], [0.3878, -2.7949, -1.3427], [-0.9998, -2.3856, -2.4371], [-1.4806, -0.8029, -1.0070], [-0.0963, -1.4504, 0.8255], [1.2345, -0.6877, 0.0721], [-1.3388, 0.8564, 0.5688], [-0.2347, 2.8469, 0.0136], [1.3040, 2.0774, -0.1740], [0.0363, 1.6274, -1.2279], [-0.3257, 0.1962, 2.8777], [1.2932, 0.6468, 2.1983], [-0.0403, 1.7551, 2.6555]], "mulliken_spin": [2.705, -1.032, 1.199, -0.197, 0.435, 0.189, -0.387, -0.318, -0.695, -0.375, 0.268, -0.325, 0.174, -0.064, -0.168, 0.017, -0.405, -0.067, 0.048]}